Density functional theory data (wB97M-V/def2-TZVPD) for C44H52MnN4OPS2Sb as an isolated structure in a non-equilibrium geometry.

The geometry in ORCA input format:
```
! wB97M-V def2-TZVPD RIJCOSX def2/J DEFGRID3
* xyz 2 2
Mn 0.26 0.81 0.00
C 1.28 2.19 2.29
C 0.09 1.40 2.81
N -0.05 0.18 1.98
C 0.93 -0.87 2.37
C 1.75 -1.32 1.19
C 2.43 -2.52 1.13
C 3.20 -2.78 0.00
C 3.27 -1.83 -1.02
C 2.55 -0.66 -0.88
C 2.55 0.46 -1.89
N 1.40 1.39 -1.69
C 1.86 2.76 -1.39
C 2.26 2.81 0.07
N 1.05 2.48 0.86
N 1.82 -0.43 0.21
H 2.20 1.60 2.36
H 1.42 3.10 2.87
H 0.23 1.15 3.86
H -0.83 1.98 2.72
H -0.99 -0.20 2.06
H 0.44 -1.70 2.87
H 1.64 -0.44 3.08
H 2.36 -3.24 1.93
H 3.74 -3.71 -0.09
H 3.86 -2.02 -1.91
H 2.57 0.07 -2.91
H 3.48 1.02 -1.76
H 0.85 1.37 -2.54
H 1.02 3.45 -1.55
H 2.67 3.08 -2.05
H 2.69 3.77 0.36
H 3.00 2.03 0.30
H 0.42 3.28 0.81
C -1.78 3.59 -1.02
S -1.72 1.85 -0.60
O -2.35 1.19 -1.77
C -2.83 1.83 0.81
C -3.36 0.59 1.16
C -4.17 0.49 2.28
C -4.44 1.61 3.05
C -3.90 2.84 2.70
C -3.09 2.96 1.58
H -2.83 3.89 -1.06
H -1.35 3.67 -2.01
H -1.23 4.22 -0.32
H -3.15 -0.28 0.55
H -4.60 -0.47 2.54
H -5.07 1.53 3.92
H -4.12 3.71 3.30
H -2.70 3.93 1.32
C 5.85 1.61 1.41
P 4.79 0.46 2.37
C 5.73 -1.10 2.13
C 5.22 0.89 4.09
C 6.53 0.96 4.55
C 6.80 1.27 5.88
C 5.76 1.53 6.76
C 4.44 1.47 6.31
C 4.18 1.15 4.99
H 6.89 1.59 1.74
H 5.48 2.63 1.51
H 5.83 1.33 0.36
H 5.61 -1.44 1.11
H 5.34 -1.87 2.80
H 6.80 -0.97 2.33
H 7.36 0.76 3.88
H 7.82 1.32 6.22
H 5.97 1.77 7.79
H 3.63 1.66 7.00
H 3.15 1.10 4.64
S -0.70 -1.33 -0.84
Sb -2.53 -1.57 -2.26
C -2.47 -3.64 -2.62
C -2.36 -4.53 -1.56
C -2.35 -5.90 -1.81
C -2.44 -6.36 -3.12
C -2.54 -5.47 -4.17
C -2.56 -4.10 -3.93
C -4.54 -1.21 -1.70
C -5.27 -2.33 -1.30
C -6.61 -2.19 -0.97
C -7.22 -0.95 -1.05
C -6.49 0.16 -1.47
C -5.15 0.04 -1.79
C -2.17 -0.64 -4.11
C -0.88 -0.69 -4.63
C -0.63 -0.12 -5.87
C -1.66 0.49 -6.58
C -2.94 0.53 -6.06
C -3.21 -0.04 -4.82
H -2.27 -4.17 -0.54
H -2.27 -6.60 -0.99
H -2.44 -7.43 -3.31
H -2.61 -5.84 -5.19
H -2.64 -3.41 -4.76
H -4.81 -3.31 -1.25
H -7.18 -3.06 -0.66
H -8.27 -0.84 -0.80
H -6.98 1.12 -1.55
H -4.59 0.90 -2.10
H -0.09 -1.17 -4.07
H 0.37 -0.17 -6.29
H -1.46 0.92 -7.55
H -3.74 0.99 -6.61
H -4.21 -0.02 -4.42
*
```

Summary:
Kohn-Sham gap (alpha / beta)   8.66 / 8.56 eV
ΔE to the lowest compared entry with this formula, charge and spin   0.00 kcal per mole
Highest occupied orbital energy (alpha / beta)   -12.933 / -12.930 eV
⟨S²⟩   0.77
Energy   -123285.194 eV